[1]
A structure of composition C7H12N3, computed with ωB97M-V/def2-TZVPD.

Cartesian coordinates (Å):
C (-0.584, 0.666, -2.673)
C (-0.576, 1.837, -2.035)
C (-1.151, -0.004, -1.514)
C (1.426, -1.898, 1.896)
C (1.684, -1.354, 0.474)
C (1.042, -0.444, 1.431)
C (-0.528, 1.212, 0.795)
N (-1.777, 1.625, 0.315)
N (-0.297, 0.038, 1.273)
N (-1.136, 1.191, -0.831)
H (0.045, 0.274, -3.471)
H (-0.282, 2.786, -2.261)
H (-2.203, -0.385, -1.649)
H (-0.578, -0.755, -1.111)
H (0.479, -2.514, 2.071)
H (2.233, -2.020, 2.620)
H (2.791, -1.283, 0.434)
H (1.251, -1.980, -0.321)
H (1.701, 0.334, 1.873)
H (0.247, 1.977, 0.653)
H (-2.717, 1.223, 0.573)
H (-1.071, -0.525, 1.458)

E, a.u.: -437.73283
F_max, eV Å⁻¹: 5.04
Charge: +1
E_HOMO, eV: -13.2


[2]
The ion C7H12N3 with charge +1, computed with ωB97M-V/def2-TZVPD.

Cartesian coordinates (Å):
C (-1.548, 0.345, -1.869)
C (-2.080, 0.832, -0.744)
C (-0.368, -0.471, -1.699)
C (-1.481, 0.127, 0.434)
C (0.543, -0.405, -0.505)
C (1.974, -0.578, -0.568)
C (0.622, 0.416, 1.892)
N (-1.438, -1.297, 0.250)
N (-0.410, -1.502, -0.662)
N (-0.007, 0.490, 0.539)
H (-1.990, 0.626, -2.890)
H (-3.030, 1.285, -0.745)
H (0.219, -0.849, -2.611)
H (-1.941, 0.473, 1.353)
H (2.281, -1.475, 0.057)
H (2.271, 0.452, -0.324)
H (2.399, -0.873, -1.541)
H (0.568, -0.584, 2.420)
H (1.743, 0.664, 1.788)
H (-0.022, 1.027, 2.596)
H (-2.191, -1.904, 0.194)
H (0.077, 1.411, 0.073)

SMILES string: C[N@@H+]1[C@H]2C=C[C@@H]3N(N2)[C@@]31C
E, a.u.: -437.82609
F_max, eV Å⁻¹: 3.74
Charge: +1
E_HOMO, eV: -13.5


[3]
The ion C7H12N3O2 with charge +1, computed with ωB97M-V/def2-TZVPD.

Cartesian coordinates (Å):
C (-0.626, -2.139, -0.023)
C (0.134, -1.563, -1.037)
C (-1.154, -1.441, 0.989)
C (0.575, -0.345, -0.953)
C (-1.074, 0.068, 0.864)
C (0.345, 0.498, 0.292)
C (1.331, 0.237, 1.409)
N (0.285, 1.930, -0.075)
N (-2.112, 0.472, 0.030)
N (1.343, 0.282, -2.032)
O (-2.751, -0.247, -0.629)
O (-2.230, 1.739, -0.082)
H (-0.794, -3.241, -0.110)
H (0.571, -2.105, -1.866)
H (-1.878, -1.798, 1.777)
H (-1.246, 0.475, 1.773)
H (0.924, 0.450, 2.390)
H (2.314, 0.771, 1.226)
H (1.675, -0.796, 1.495)
H (-0.734, 2.180, 0.073)
H (1.003, 2.600, 0.270)
H (1.224, -0.276, -2.960)
H (2.265, 0.469, -1.718)
H (0.611, 1.782, -1.104)

SMILES string: C[C@@]1([NH3+])C(N)=CC=C[C@@H]1[N+](=O)[O-]
E, a.u.: -588.27282
F_max, eV Å⁻¹: 5.45
Charge: +1
E_HOMO, eV: -12.8